One molecule with the formula C6H7Cl in a non-equilibrium geometry, computed with ωB97M-V/def2-TZVPD.

```
14
Properties=species:S:1:pos:R:3:forces:R:3:lowdin_spin:R:1
C -1.44219 0.69906 0.88974 -0.223 -2.915 -1.935 0.1510
C -2.72971 0.70088 1.50740 2.323 1.775 2.980 1.2885
C -1.21595 -0.68813 0.19920 -0.145 -0.158 0.815 0.0394
C 0.24981 -0.74276 -0.22144 1.729 -1.067 0.146 0.0086
C 0.86997 0.60268 0.15638 -1.634 0.608 2.137 0.0366
C -0.24901 1.31098 0.88238 -0.588 2.809 -0.299 0.2054
Cl -2.50638 1.00656 3.28130 -1.396 -0.203 -1.506 0.2430
H -1.44583 -1.41505 1.00249 0.070 -0.049 -0.691 0.0035
H -1.86570 -0.87197 -0.65162 -0.305 0.085 0.085 -0.0007
H 0.82234 -1.53517 0.40817 -1.025 0.987 -1.557 -0.0002
H 0.34097 -0.90373 -1.32797 0.139 -0.267 1.132 0.0013
H 1.69294 0.66039 0.85180 0.642 -0.857 0.188 0.0087
H 1.13730 1.32074 -0.55457 0.550 0.537 -2.032 0.0089
H -0.11811 2.41488 1.06008 -0.136 -1.287 0.538 0.0059
```
Forces are in eV/Å.

Calculated values
2S+1: 3
Orbital gap (alpha / beta): 8.879 / 7.595 eV
HOMO level (alpha / beta): -7.91 / -9.34 eV
Expectation value of S²: 2.0298
Largest force on an atom: 4.17 eV Å⁻¹
Relative energy (zero: lowest compared OMol25 entry of this formula, charge and spin): 1.192 eV
LUMO (alpha / beta): 0.97 / -1.75 eV